1.
This record from OMol25 describes a structure of composition C40H60F19IN4O15P3S3. The level of theory is ωB97M-V/def2-TZVPD.

Structure (XYZ):
```
145
Properties=species:S:1:pos:R:3:forces:R:3:lowdin_charge:R:1
I -8.361 -5.703 -3.265 0.3904 -1.9109 -0.9186 0.64
S -6.892 -3.182 0.602 0.1628 0.6947 0.4623 0.08
S -5.135 -5.692 -10.242 -1.9751 0.5834 2.2726 0.60
S -6.695 -3.623 -8.523 0.3250 -1.8241 0.0541 0.84
P -6.817 -3.856 -1.227 1.3578 -0.8001 1.5680 0.19
P -8.520 -3.281 -2.512 -2.9281 0.6064 -0.7304 0.17
P -7.211 0.589 -1.966 2.2290 2.2925 0.9707 0.94
F 7.705 5.805 7.096 1.0395 0.6672 0.2163 0.13
F 1.047 4.247 3.362 0.5682 0.4269 0.5989 0.15
F 8.330 5.953 5.025 0.5760 0.2355 0.3364 0.15
F 1.989 2.361 3.910 0.5933 0.9068 1.0479 0.12
F 5.978 0.547 6.157 -0.4901 -0.3029 -0.1997 0.16
F 14.016 4.670 7.312 1.6754 -0.2820 -0.5320 0.11
F 4.298 1.792 5.624 -0.3195 -1.0342 -0.0113 0.14
F 7.777 7.730 6.120 0.7304 -0.3729 0.1683 0.16
F -9.806 1.766 -5.765 2.3931 0.2880 2.3236 0.09
F 2.611 2.445 -1.859 -0.4461 -0.1815 0.3614 0.15
F -7.561 1.847 -5.004 -3.7776 0.1408 0.1972 0.07
F 13.713 2.840 6.198 0.4073 0.4407 -0.2166 0.16
F 4.296 0.726 7.504 -0.1458 -0.3895 -0.5136 0.16
F -8.958 -5.838 0.161 -1.2901 1.9096 -1.4407 -0.05
F 0.621 3.338 5.275 0.7636 0.3498 -0.1564 0.17
F 1.709 0.654 -2.665 -0.2714 0.2707 0.6832 0.15
F 3.089 0.513 -1.013 -0.5187 0.2044 0.1563 0.15
F -9.022 3.522 -4.565 0.1277 -3.4530 -0.3758 0.07
F 15.439 3.050 7.471 0.0007 0.5119 -0.6994 0.17
O 14.607 4.676 4.442 0.0955 -0.3133 1.1802 0.02
O -9.318 1.572 -3.444 0.3067 0.1400 -3.6785 -0.07
O 1.380 1.705 0.696 0.2826 -0.0898 -1.2478 0.03
O 2.740 4.962 6.034 -0.5656 -0.6273 -0.6878 0.17
O -8.640 -1.632 -2.029 1.1698 -0.7745 -2.4115 -0.38
O 4.549 -1.725 5.917 -0.1177 1.1440 0.2219 0.02
O 3.005 -0.517 4.797 0.7400 0.5582 0.6182 0.17
O 10.504 7.750 6.631 -0.9657 -0.4586 -0.1945 0.17
O -0.249 1.315 -0.818 1.0665 -0.0636 -0.4141 0.17
O 16.638 4.463 5.406 -0.8749 -0.3750 0.5825 0.17
O -10.957 -5.760 -0.927 4.6563 2.4296 1.6209 -0.01
O 10.386 5.539 7.071 -1.0047 0.7536 -0.5744 0.03
O -7.449 -2.916 -3.841 -0.7186 1.7218 -0.0823 -0.44
O 3.854 4.282 4.191 -1.2641 -0.0905 0.0655 0.02
O -5.867 -0.061 -1.117 -2.0885 -0.9626 -1.3129 -0.34
N -7.007 -8.142 -6.457 -0.1708 2.9365 -3.1805 0.00
N -8.303 1.078 -0.627 -0.3891 -1.1911 -1.7181 -0.15
N -6.817 -6.450 -8.146 -0.6688 -2.0058 1.4805 -0.18
N -10.021 -3.325 -3.537 0.3610 1.0566 -0.7124 -0.20
C -7.713 -1.231 -5.757 -1.0047 0.1669 -0.6890 -0.10
C 15.445 4.308 5.434 0.6800 0.9281 -1.6793 -0.36
C -8.178 -6.981 -8.193 0.2710 -2.0246 2.8138 -0.06
C -9.913 -5.120 -0.618 -4.6320 -1.8182 -0.9028 -0.47
C 15.218 5.296 3.299 0.2936 0.2655 -0.7568 -0.20
C -8.940 2.093 -4.692 0.5447 2.4373 0.8964 -0.45
C 3.955 -0.575 5.534 -0.7195 -1.7564 -0.6355 -0.36
C -6.213 -5.367 -8.982 0.1540 -0.0158 0.0972 -1.00
C -7.323 -1.496 -4.217 2.1198 -0.9398 0.5355 -0.35
C -8.105 -0.696 -3.043 -1.9895 0.1614 1.5267 -0.42
C 9.879 6.722 6.668 1.9286 -0.3016 0.6062 -0.36
C 11.769 5.547 7.466 0.1049 0.0177 0.3599 -0.22
C -5.702 -1.327 -4.065 -0.9922 -0.3089 0.4213 -0.14
C 2.775 4.348 4.999 1.7739 0.9372 0.3906 -0.37
C 1.608 3.574 4.392 -1.2527 -1.1920 -0.2972 -0.49
C -4.850 -2.264 -5.044 1.3216 1.1418 0.4710 -0.17
C -0.159 -4.079 -3.000 -0.7589 0.3120 0.5408 -0.13
C 5.013 5.009 4.626 0.7522 0.2190 0.3080 -0.19
C -3.368 -1.572 -5.169 -0.7072 -0.5085 -0.5884 -0.19
C -8.438 -2.457 -6.493 0.2731 0.2833 -1.3043 -0.22
C 8.425 6.557 6.231 -1.8072 0.0876 -0.3473 -0.50
C 0.383 1.926 1.709 -0.6145 0.1801 0.7546 -0.20
C -9.801 -3.594 -1.065 -0.3438 -0.5398 2.1296 -0.26
C -7.505 -3.709 -6.847 -0.9401 -1.8123 1.3099 -0.48
C 15.783 4.248 2.360 0.0895 -0.3242 0.1565 -0.06
C -2.173 -2.635 -5.007 0.7147 1.4452 0.7613 -0.20
C 3.974 -2.934 5.395 -0.2137 -0.7110 -0.3576 -0.20
C -8.314 -8.055 -7.087 3.2471 4.1320 -3.1583 -0.11
C 2.077 1.251 -1.517 1.3142 -0.3630 -1.2515 -0.51
C 11.912 6.035 8.895 -0.2552 0.2398 0.1248 -0.05
C -0.110 0.607 2.271 0.0483 -0.2956 -0.2983 -0.04
C 5.797 4.208 5.647 0.0883 -0.1319 0.1187 -0.06
C -0.613 -2.521 -2.859 -0.1437 -0.2613 -0.4410 -0.25
C 14.659 3.714 6.601 -0.6738 -1.0983 1.4327 -0.49
C -0.909 -1.879 -4.308 0.7016 -0.0438 0.4016 -0.23
C -9.472 0.127 -3.442 -0.5569 -2.0599 0.3331 -0.12
C 4.479 -3.204 3.992 0.1007 0.2894 -0.1908 -0.06
C -6.144 -7.203 -7.093 -3.3339 -1.9038 0.6567 -0.12
C 4.631 0.622 6.199 0.8385 1.4930 0.7835 -0.49
C 0.918 1.408 -0.536 -1.2664 0.3647 1.5927 -0.37
H 0.862 2.507 2.502 -0.4094 -0.7372 -1.4567 0.07
H 0.057 -1.978 -4.928 -1.4488 0.0299 0.7509 0.10
H -5.484 -1.737 -3.005 -0.1852 1.0731 -1.7086 0.09
H -6.801 -0.955 -6.416 -1.2535 -0.4574 1.4235 0.13
H -10.022 -4.142 -4.157 -0.0409 0.9541 0.0922 -0.08
H 4.733 5.993 5.014 -0.2036 -0.2049 0.0175 0.13
H 5.572 -3.219 3.973 -0.0850 -0.1193 0.0834 0.08
H -1.088 -0.739 -4.213 0.1163 -1.8792 -0.1044 0.10
H -2.499 -3.460 -4.288 0.3622 0.9709 -1.1704 0.10
H -10.239 -0.111 -2.610 1.4739 0.5808 -1.2884 0.15
H 11.587 7.073 8.992 0.1249 -0.0503 -0.0705 0.08
H 0.730 0.007 2.635 -0.0204 0.1622 0.1134 0.08
H -3.311 -0.723 -4.397 0.1887 -1.4440 -0.9915 0.10
H 16.588 3.685 2.837 0.0031 0.1513 -0.0445 0.08
H 12.368 6.144 6.774 -0.3864 0.0705 0.0141 0.13
H -9.640 -2.861 -0.188 0.2871 -1.5939 -1.1137 0.07
H -5.066 -7.129 -6.745 -1.7121 0.3095 -0.9178 0.13
H -9.947 -0.299 -4.405 0.8558 1.0534 1.2721 0.13
H 14.434 5.861 2.790 -0.1238 -0.1746 0.3186 0.13
H -0.656 -4.627 -2.120 1.0846 0.5266 -1.2827 0.07
H -0.441 2.531 1.319 0.1204 -0.2127 -0.2504 0.13
H -1.795 -3.070 -5.992 -0.9375 0.4488 1.2690 0.11
H 0.198 -1.973 -2.263 -1.1638 -0.5611 -1.0183 0.09
H 16.176 4.714 1.454 -0.0624 0.0078 0.0879 0.08
H -0.807 0.775 3.095 0.0672 0.0364 -0.0613 0.09
H -5.528 -3.503 -1.759 -0.6021 -0.3802 -0.3453 -0.05
H -0.551 -4.568 -3.952 0.4881 0.7813 1.2177 0.06
H 12.951 5.966 9.224 -0.0920 -0.0179 -0.0546 0.08
H 0.977 -4.211 -2.980 -1.6068 0.2576 0.0750 0.07
H -8.734 1.979 -0.897 0.4958 -0.6945 0.0843 0.02
H 12.120 4.523 7.393 -0.9351 0.1371 -0.0948 0.11
H -9.079 0.406 -0.523 0.4882 0.2682 0.3284 0.02
H 2.882 -2.892 5.431 0.1493 0.2485 -0.0311 0.13
H 6.720 4.725 5.918 -0.7657 -0.5124 -0.3661 0.04
H 4.286 -3.743 6.060 0.1254 0.3395 0.1145 0.13
H 6.046 3.222 5.250 0.0762 0.2260 -0.0799 0.08
H -10.838 -3.318 -1.484 1.9262 -0.9192 0.6282 0.09
H 5.630 5.178 3.740 -0.3177 -0.1830 -0.0835 0.13
H -9.369 -2.858 -5.974 1.4959 0.6457 -0.4082 0.09
H -8.204 -4.634 -6.885 1.1631 1.4608 0.0123 0.08
H 11.288 5.441 9.568 0.1283 -0.0701 -0.0838 0.09
H -8.809 -2.037 -7.510 0.5058 -0.6119 1.5705 0.11
H -5.245 -2.369 -6.104 0.2497 -0.0397 1.5375 0.08
H -5.426 -0.213 -4.119 -0.2418 -1.6252 -0.0587 0.12
H 4.159 -2.421 3.300 -0.0934 -0.1113 0.0684 0.08
H -8.982 -6.631 -8.914 1.5499 -0.2864 1.0245 0.11
H 5.211 4.046 6.555 0.0532 0.1248 -0.0568 0.09
H -10.157 -2.439 -4.043 0.0436 -0.6445 0.0510 0.01
H -8.425 -0.329 -5.900 1.1979 -1.4854 0.4929 0.09
H -9.277 -8.621 -6.860 1.9265 0.7949 -0.1279 0.10
H -3.328 -1.075 -6.206 0.1417 -0.6274 1.5440 0.11
H -6.797 -5.302 -1.121 0.1873 1.1186 -0.4505 -0.10
H -1.589 -2.430 -2.251 1.4870 -0.3087 -0.8481 0.11
H 15.011 3.527 2.081 -0.0076 0.1662 -0.0534 0.08
H 15.982 6.014 3.608 -0.0576 -0.2288 0.1790 0.13
H -5.930 -1.039 -1.008 -0.1131 0.6966 0.5513 -0.02
H -0.616 0.016 1.505 -0.0776 0.1227 0.0804 0.08
H 4.105 -4.163 3.625 0.0125 0.0701 0.0766 0.08
H -4.691 -3.272 -4.535 -0.5736 1.1739 -0.8996 0.11
H -6.732 -3.972 -6.031 -1.2411 0.7151 -1.3598 0.08
```
Positions in Å, forces in eV/Å.

Results
HOMO level ... -5.31 eV
Strongest force on any atom ... 6.1 eV/Å
ΔE to the lowest compared entry with this formula, charge and spin ... 825.6 kJ/mol
Total charge ... -1
LUMO energy ... 0.76 eV
Spin multiplicity ... 1

---

2.
This record from OMol25 describes the molecule C3H4NP. The level of theory is ωB97M-V/def2-TZVPD.

Structure (XYZ):
```
9
Properties=species:S:1:pos:R:3:forces:R:3:nbo_charge:R:1
P -1.412 0.033 -0.129 -0.6286 -0.7335 1.6289 0.53
N 0.957 0.971 -0.205 0.8979 1.1821 0.8036 -0.41
C -0.048 -1.132 -0.181 1.4468 -0.8849 -0.1241 -0.56
C -0.201 1.382 0.150 -0.8428 -0.3246 -0.7510 -0.19
C 1.100 -0.404 -0.255 -3.5359 0.6667 -0.0822 -0.04
H 2.043 -0.728 -0.442 2.5702 -1.2480 -0.3937 0.20
H -0.452 2.453 0.166 0.1676 -0.5199 0.0879 0.21
H -2.053 -0.329 1.186 0.7667 0.5472 -1.3415 0.02
H 0.065 -2.245 -0.289 -0.8419 1.3149 0.1720 0.25
```
Positions in Å, forces in eV/Å.

Results
HOMO level ... -9.25 eV
Strongest force on any atom ... 3.6 eV/Å
ΔE to the lowest compared entry with this formula, charge and spin ... 49.0 kJ/mol
Total charge ... 0
LUMO energy ... 0.28 eV
SMILES ... C1=NC=[PH]=C1
Spin multiplicity ... 1